(1)
This record from the OMol25 dataset describes 16 unconnected molecules or ions with the total composition C84H92F10N6. The level of theory is ωB97M-V with the def2-TZVPD basis set.

Each line ends with the Mulliken charge.
Cartesian coordinates (Å):
C -0.03474 13.33475 10.34340  -0.71
C -0.85037 13.02159 11.55865  1.36
C -1.72748 14.18140 12.14879  0.87
C -2.41600 13.79106 13.38982  -0.59
N -2.96787 13.45385 14.37701  -0.17
H 0.87897 13.91482 10.47284  -0.26
H -0.71060 13.93526 9.73454  0.33
H 0.29886 12.44208 9.81429  0.21
H -0.25334 12.60858 12.37171  -0.75
H -1.50662 12.17767 11.34599  -0.09
H -2.48268 14.57902 11.47079  0.31
H -1.19800 15.09301 12.42577  -0.60
C 6.58113 13.72519 12.35361  -1.41
C 5.79108 14.99933 12.79677  0.49
C 6.59645 16.33971 12.79805  -0.47
C 6.81357 16.80946 11.45178  0.24
N 7.06125 17.28185 10.38745  -0.51
H 7.45134 13.58203 12.99418  0.41
H 7.10402 13.67204 11.39871  0.37
H 5.98664 12.81158 12.35623  0.28
H 5.35979 14.70727 13.75427  0.22
H 4.88917 15.21303 12.22317  -0.24
H 7.55128 16.27971 13.32034  0.36
H 6.05019 17.14823 13.28383  0.31
C -1.88737 18.46173 18.22938  -0.48
C -0.75655 18.99472 17.35669  -0.80
C -0.84747 18.56929 15.83796  -0.02
C -0.79632 17.07947 15.52192  0.06
N -0.72888 15.97156 15.35019  -0.13
H -1.78406 18.50611 19.31358  0.43
H -2.08744 17.43870 17.91079  -0.27
H -2.84821 18.90245 17.96356  0.23
H 0.22347 18.62563 17.65904  0.36
H -0.79352 20.08365 17.38769  0.39
H 0.02532 18.95166 15.30868  0.30
H -1.70404 18.99478 15.31511  -0.02
C 1.99831 15.80249 12.74795  -0.39
C 1.50412 16.79771 11.63500  -0.48
C 0.92377 18.14931 12.12550  0.73
C 1.89028 18.97457 12.87361  -0.12
N 2.66969 19.64353 13.46519  -0.66
H 1.13155 15.35842 13.23750  -0.50
H 2.62662 16.26351 13.51004  0.71
H 2.51090 15.00567 12.20904  0.21
H 0.79031 16.32353 10.96142  0.17
H 2.39364 16.96176 11.02676  0.46
H 0.11036 17.90136 12.80739  -0.35
H 0.47447 18.84761 11.41937  0.31
C -6.07807 15.26333 17.08051  -1.51
C -4.72654 15.93489 16.87416  0.49
C -4.58016 16.98080 15.70036  1.25
C -5.30884 18.26213 15.79122  -0.01
N -5.91506 19.27147 15.88941  -0.67
H -6.01777 14.33878 17.65467  0.37
H -6.42749 15.01747 16.07774  0.31
H -6.77208 15.89363 17.63654  0.41
H -4.03260 15.12983 16.63241  -0.39
H -4.39289 16.49115 17.75015  0.36
H -4.82420 16.45311 14.77836  0.05
H -3.52598 17.25752 15.71460  -0.73
C -4.30490 21.27694 10.13613  -0.93
C -4.58616 21.78876 11.57422  -0.66
C -4.37811 20.79400 12.76729  -0.12
C -3.11968 20.07593 12.79187  0.34
N -2.09754 19.51053 12.85018  -0.52
H -4.89379 20.42627 9.79313  0.25
H -3.25461 20.98834 10.09509  0.28
H -4.58344 22.09172 9.46780  0.38
H -5.63140 22.09748 11.55784  0.34
H -3.92708 22.58923 11.91032  0.32
H -5.09427 19.97745 12.67528  0.05
H -4.59515 21.24847 13.73396  0.46
F -1.45441 17.25860 8.63566  0.04
C -1.18931 18.36670 7.94904  0.96
C 0.12797 18.85619 7.94376  -0.26
C 0.48816 19.91156 7.13290  -0.83
C -0.46147 20.48064 6.33335  -0.52
C -1.77241 20.06314 6.37964  -0.71
C -2.17931 19.02347 7.23207  -0.55
H 0.83188 18.25420 8.49921  0.44
H 1.52324 20.21226 7.06520  0.42
H -0.25478 21.29077 5.64971  0.37
H -2.53791 20.56738 5.80851  0.39
H -3.22021 18.76590 7.10334  0.36
F -4.72988 17.53113 12.30364  -0.08
C -4.90613 16.83506 11.14987  0.04
C -5.65284 15.64780 11.14027  -0.98
C -5.68412 14.85740 9.99024  -0.11
C -5.05330 15.30750 8.82263  -1.16
C -4.36440 16.52430 8.82082  -0.07
C -4.34060 17.30698 9.95671  0.04
H -6.12069 15.33926 12.06348  0.61
H -6.20341 13.91734 10.10438  0.44
H -5.01916 14.72103 7.91638  0.44
H -3.85733 16.82785 7.91687  0.15
H -3.73857 18.20275 9.99601  0.49
F -4.81753 11.39236 10.32922  -0.07
C -4.32930 10.24778 10.79785  -0.42
C -4.19202 9.17460 9.92371  -0.61
C -3.59934 7.96841 10.27407  -0.41
C -3.16999 7.83321 11.57208  -0.90
C -3.27115 8.91588 12.47190  -0.24
C -3.83589 10.16088 12.09749  0.18
H -4.37242 9.38506 8.87989  0.60
H -3.47899 7.19378 9.53121  0.44
H -2.64271 6.93155 11.84664  0.36
H -2.74871 8.81368 13.41158  0.29
H -3.89541 11.01636 12.75400  0.74
F -8.52663 12.58701 10.59213  -0.30
C -8.51544 12.52286 11.93457  0.16
C -7.27429 12.45009 12.59296  0.10
C -7.26163 12.20344 13.94227  -0.72
C -8.47587 12.27511 14.68511  -0.40
C -9.70006 12.40789 14.03601  -0.49
C -9.73005 12.43793 12.61963  -0.65
H -6.38684 12.50980 11.98037  0.45
H -6.27304 12.04460 14.34707  0.66
H -8.46256 12.24418 15.76459  0.40
H -10.61941 12.43350 14.60219  0.40
H -10.68752 12.57700 12.13972  0.40
F -3.36895 11.59302 7.58994  -0.18
C -2.39216 11.16287 6.72149  0.22
C -1.73738 10.00013 7.14765  0.11
C -0.69218 9.49865 6.38192  -0.42
C -0.39222 10.10220 5.15949  -0.69
C -1.07092 11.28359 4.74722  -0.33
C -2.02721 11.82121 5.53207  -0.75
H -1.97583 9.58822 8.11711  0.35
H -0.04879 8.71112 6.74559  0.47
H 0.44710 9.73797 4.58566  0.40
H -0.76402 11.88943 3.90749  0.36
H -2.55670 12.74766 5.36555  0.47
F -1.32650 15.71469 20.28336  -0.33
C -1.95611 14.63577 19.92637  0.07
C -1.93150 14.23389 18.56850  -0.11
C -2.53342 13.06150 18.16961  -0.11
C -3.27852 12.36261 19.08983  -0.01
C -3.34817 12.74209 20.41382  -0.69
C -2.68966 13.85826 20.87950  -0.52
H -1.42274 14.78418 17.79086  0.60
H -2.35170 12.70645 17.16595  -0.01
H -3.76806 11.46572 18.74008  0.30
H -3.94024 12.14470 21.09130  0.41
H -2.82009 14.18084 21.90191  0.41
F -0.36149 9.25810 12.95989  -0.14
C 0.44510 9.53449 11.85550  0.17
C 1.51924 10.38533 12.06794  0.22
C 2.41535 10.64805 11.05417  -0.50
C 2.19992 10.04007 9.81582  -0.93
C 1.09500 9.23337 9.58400  -0.18
C 0.20458 8.95953 10.59007  -0.65
H 1.63701 10.78440 13.06458  -0.09
H 3.25041 11.31026 11.22893  0.66
H 2.97230 10.19393 9.07680  0.49
H 0.94579 8.75948 8.62506  0.53
H -0.69748 8.37735 10.47278  0.43
F 3.23783 9.70563 16.49445  -0.35
C 2.56804 10.70596 15.90422  0.26
C 3.29583 11.67274 15.24771  -0.73
C 2.59924 12.76003 14.76417  -0.21
C 1.16643 12.81378 14.87711  -0.63
C 0.51248 11.76041 15.38810  0.31
C 1.17032 10.65823 15.90085  -0.62
H 4.36919 11.55456 15.22935  0.52
H 3.08605 13.60139 14.29350  0.24
H 0.65920 13.72015 14.58113  0.42
H -0.54313 11.95182 15.51232  0.26
H 0.69095 9.77914 16.30556  0.47
F -3.15105 6.95373 17.37668  -0.34
C -3.51512 8.20064 16.93342  -0.03
C -4.69670 8.77789 17.43330  -0.58
C -5.16059 10.01653 16.90922  -0.76
C -4.29031 10.72947 16.08788  -0.69
C -3.01476 10.27517 15.76816  0.56
C -2.67495 8.95154 16.14462  -0.76
H -5.29093 8.14343 18.07422  0.43
H -6.10864 10.43468 17.21376  0.48
H -4.60983 11.71313 15.77686  0.81
H -2.29689 10.87222 15.22541  0.40
H -1.70235 8.55559 15.89230  0.52
F 3.26759 16.25515 8.76447  -0.39
C 2.70145 15.09433 8.36595  0.00
C 1.41821 15.08332 7.75261  -0.14
C 0.92552 13.92307 7.10997  -0.75
C 1.62729 12.74143 7.22204  0.23
C 2.89345 12.75356 7.81077  -0.53
C 3.44894 13.92569 8.34291  -0.52
H 0.91721 16.02153 7.56505  0.42
H -0.05702 13.90439 6.66201  0.47
H 1.12900 11.86616 6.83216  0.13
H 3.45938 11.84026 7.92043  0.46
H 4.37026 13.93486 8.90636  0.58

The lowest unoccupied orbital energy is 0.44 eV. The value obtained for the HOMO-LUMO gap is 9.30 eV. As for the total energy: -124712.2137 eV. The calculation puts the HOMO energy at -8.9 eV.

(2)
This record from the OMol25 dataset describes 9 unconnected molecules or ions with the total composition C11H33N5O16. The level of theory is ωB97M-V with the def2-TZVPD basis set.

Each line ends with the Mulliken charge.
Cartesian coordinates (Å):
C 8.05958 0.00703 3.20825  -0.55
N 6.91494 0.11520 4.24409  0.75
O 6.58797 -0.90161 4.69355  -0.47
O 6.20845 1.17289 4.26199  -0.51
H 7.46343 -0.33129 2.36077  0.25
H 8.84087 -0.66786 3.55783  0.26
H 8.35667 1.05015 3.09992  0.27
C 0.81611 6.23953 4.00503  -0.61
N -0.39574 7.04699 3.67846  0.75
O -0.75636 7.87161 4.53296  -0.47
O -0.82031 6.87850 2.48623  -0.48
H 0.83153 6.14600 5.09090  0.29
H 1.71066 6.70924 3.59607  0.26
H 0.72340 5.25538 3.54572  0.27
C 3.88892 7.53591 -1.29906  -0.68
N 5.27447 8.20064 -1.08873  0.86
O 5.66628 8.35319 -0.00161  -0.51
O 5.84465 8.64649 -2.08022  -0.53
H 3.91659 6.87072 -2.16211  0.30
H 3.08105 8.26362 -1.22236  0.27
H 3.84026 6.76524 -0.52978  0.30
C -3.24170 -1.77279 -6.23820  -0.63
N -4.26058 -2.82162 -6.00361  0.78
O -4.43463 -3.20576 -4.78465  -0.50
O -4.94239 -3.22354 -6.92019  -0.48
H -2.36129 -2.20704 -5.76450  0.27
H -3.60422 -0.88912 -5.71302  0.26
H -3.10314 -1.74150 -7.31891  0.30
C -4.71608 -0.45231 0.99282  -0.68
N -5.52044 -0.93538 2.14944  0.90
O -6.55253 -1.51261 1.87763  -0.53
O -5.10807 -0.78312 3.23641  -0.52
H -5.36430 -0.04728 0.21574  0.28
H -4.09179 -1.20333 0.50875  0.27
H -4.08986 0.36003 1.36169  0.30
C 0.12309 -5.77504 3.48399  -0.68
O -1.12546 -6.31442 3.74216  -0.28
C -1.29326 -7.43970 4.39908  0.76
O -0.37415 -8.28604 4.60817  -0.59
O -2.60118 -7.58825 4.77397  -0.29
C -3.02875 -8.88559 5.24434  -0.62
H 0.83983 -6.50346 3.10481  0.31
H 0.61444 -5.34212 4.35534  0.30
H 0.11419 -5.03079 2.68768  0.26
H -2.91914 -9.61459 4.44144  0.28
H -4.05630 -8.89228 5.60792  0.25
H -2.48160 -9.23458 6.12008  0.29
C 2.28007 -5.11804 -6.15682  -0.51
O 2.46850 -4.71811 -7.49171  -0.49
H 3.08837 -5.78815 -5.86407  0.22
H 2.32132 -4.31353 -5.42254  0.22
H 1.28724 -5.53400 -5.98544  0.25
H 1.63066 -4.83161 -7.94639  0.31
C -4.73805 5.24085 -2.40089  -0.59
O -3.91067 4.55372 -3.26062  -0.48
H -4.14389 6.14296 -2.25502  0.27
H -5.68782 5.63090 -2.76680  0.26
H -5.02990 4.78209 -1.45619  0.23
H -4.21014 4.83911 -4.12692  0.31
C 1.29672 0.94377 -1.47998  -0.57
O 0.64134 2.09334 -0.89544  -0.50
H 1.73498 1.28237 -2.41881  0.26
H 2.08044 0.33020 -1.03567  0.27
H 0.52145 0.22410 -1.74286  0.23
H -0.10474 2.35470 -1.44012  0.31

The structure (SMILES) is C[N+](=O)[O-].C[N+](=O)[O-].C[N+](=O)[O-].C[N+](=O)[O-].C[N+](=O)[O-].COC(=O)OC.CO.CO.CO. The lowest unoccupied orbital energy is -0.30 eV. The value obtained for the HOMO-LUMO gap is 10.26 eV. As for the total energy: -52133.6278 eV. The calculation puts the HOMO energy at -10.6 eV.

(3)
This record from the OMol25 dataset describes 2 unconnected molecules or ions with the total composition C3H12N3O. The level of theory is ωB97M-V with the def2-TZVPD basis set.

Each line ends with the Mulliken charge.
Cartesian coordinates (Å):
C 1.47148 0.95945 2.78357  -0.47
O 0.05472 0.59723 2.60394  -0.59
H -0.31903 0.12373 3.49370  0.32
H 1.88811 0.16915 3.41906  0.28
H 1.69851 1.94216 3.08306  0.29
H 1.67532 1.21115 1.77462  0.15
C -0.22095 -1.18735 -2.90011  -0.78
C -0.65775 -0.10813 -0.67919  0.71
N 0.10710 0.93145 -1.12470  -0.27
N -0.52941 -1.27087 -1.37051  -0.26
N -1.38560 -0.10525 0.42856  -0.31
H 0.63949 0.82419 -1.90141  0.06
H 0.32898 1.75296 -0.54210  0.24
H -0.85089 -2.18455 -1.14127  0.25
H -2.36335 -0.41171 0.46367  0.23
H -0.98474 0.48207 1.18862  0.27
H 0.70053 -0.47144 -2.93352  0.27
H -1.32239 -1.09378 -3.41396  0.30
H 0.06989 -2.16047 -3.23205  0.33

The lowest unoccupied orbital energy is -2.88 eV. The energy above the lowest of the compared OMol25 structures with the same formula, charge and spin is 328.2 kJ/mol. The charge is +1. The value obtained for the HOMO-LUMO gap is 11.18 eV. As for the total energy: -9815.4120 eV. The calculation puts the HOMO energy at -14.1 eV.